Record 1
DFT (ωB97M-V with the def2-TZVPD basis set) results for C50H49MnN6S2Sb as an isolated structure in a non-equilibrium geometry.

Each line ends with the Löwdin charge.
Atoms and positions in Å:
Mn (0.222, 0.454, -0.559)  0.797
C (-4.194, -0.233, -0.787)  -0.035
C (-2.868, -0.350, -1.211)  -0.134
N (-1.845, -0.386, -0.382)  0.054
C (-2.101, -0.342, 0.956)  -0.155
C (-3.413, -0.256, 1.479)  -0.170
C (-4.474, -0.201, 0.555)  0.002
C (-3.593, -0.175, 2.877)  -0.058
C (-2.500, -0.135, 3.701)  -0.085
C (-1.191, -0.218, 3.201)  -0.036
C (-0.956, -0.352, 1.838)  -0.220
N (0.251, -0.377, 1.191)  -0.046
C (1.459, -0.730, 1.711)  -0.254
C (1.718, -1.355, 2.929)  -0.046
C (3.032, -1.615, 3.339)  -0.094
C (4.112, -1.287, 2.561)  -0.060
C (3.905, -0.710, 1.289)  -0.161
C (4.954, -0.382, 0.406)  -0.004
C (4.659, 0.181, -0.807)  -0.047
C (3.323, 0.401, -1.156)  -0.125
N (2.312, 0.086, -0.376)  0.027
C (2.585, -0.444, 0.851)  -0.172
H (-4.984, -0.171, -1.523)  0.109
H (-2.631, -0.404, -2.268)  0.121
H (-5.493, -0.119, 0.912)  0.119
H (-4.596, -0.121, 3.283)  0.108
H (-2.644, -0.025, 4.769)  0.103
H (-0.362, -0.138, 3.890)  0.093
H (0.895, -1.679, 3.548)  0.097
H (3.193, -2.094, 4.297)  0.105
H (5.122, -1.480, 2.899)  0.105
H (5.978, -0.570, 0.706)  0.117
H (5.442, 0.451, -1.502)  0.105
H (3.069, 0.845, -2.112)  0.107
S (-2.850, 3.366, -2.726)  1.109
C (-3.233, 3.639, -1.054)  -0.461
C (-4.283, 4.361, -0.505)  -0.091
C (-4.416, 4.374, 0.872)  -0.086
C (-3.514, 3.680, 1.679)  -0.074
C (-2.452, 2.985, 1.136)  -0.010
C (-2.306, 2.951, -0.251)  -0.297
N (-1.349, 2.250, -0.949)  0.041
C (-1.513, 2.341, -2.239)  -0.527
C (-0.727, 1.551, -3.172)  -0.279
C (-0.983, 1.612, -4.548)  -0.072
C (-0.320, 0.765, -5.412)  -0.096
C (0.602, -0.137, -4.897)  -0.092
C (0.867, -0.169, -3.533)  -0.152
C (0.222, 0.661, -2.606)  -0.157
H (-4.990, 4.881, -1.139)  0.107
H (-5.235, 4.915, 1.327)  0.103
H (-3.653, 3.675, 2.751)  0.102
H (-1.761, 2.437, 1.764)  0.105
H (-1.711, 2.326, -4.922)  0.083
H (-0.520, 0.802, -6.475)  0.099
H (1.116, -0.819, -5.567)  0.097
H (1.604, -0.883, -3.175)  0.032
S (0.694, 6.459, 3.179)  0.986
C (0.796, 4.911, 2.294)  -0.508
C (0.808, 4.912, 0.905)  -0.066
C (0.960, 3.708, 0.237)  -0.131
N (1.089, 2.530, 0.852)  0.069
C (1.112, 2.551, 2.185)  -0.116
C (0.975, 3.700, 2.947)  -0.064
C (-1.004, 6.436, 3.747)  -0.513
C (-1.396, 5.667, 4.833)  -0.079
C (-2.715, 5.759, 5.253)  -0.148
N (-3.617, 6.549, 4.678)  0.061
C (-3.226, 7.279, 3.639)  -0.147
C (-1.934, 7.261, 3.134)  -0.081
H (0.714, 5.839, 0.356)  0.108
H (0.998, 3.677, -0.846)  0.113
H (1.304, 1.604, 2.678)  0.104
H (1.023, 3.651, 4.026)  0.105
H (-0.695, 5.026, 5.349)  0.101
H (-3.070, 5.177, 6.098)  0.107
H (-3.986, 7.910, 3.190)  0.107
H (-1.655, 7.877, 2.290)  0.103
C (2.725, -3.949, -4.328)  -0.160
C (2.886, -4.490, -2.911)  -0.594
C (4.311, -4.287, -2.405)  -0.166
Sb (1.469, -3.494, -1.544)  1.517
C (-0.315, -4.060, -2.721)  -0.578
C (-0.411, -5.516, -3.157)  -0.150
C (-1.563, -3.626, -1.964)  -0.168
C (1.422, -5.058, 0.024)  -0.565
C (2.364, -4.652, 1.152)  -0.169
C (1.736, -6.466, -0.465)  -0.152
H (3.383, -4.487, -5.017)  0.077
H (2.994, -2.889, -4.369)  0.066
H (1.702, -4.058, -4.692)  0.053
H (2.647, -5.556, -2.902)  0.064
H (4.567, -3.225, -2.387)  0.063
H (5.029, -4.797, -3.055)  0.075
H (4.435, -4.680, -1.393)  0.052
H (-0.213, -3.428, -3.609)  0.065
H (-0.691, -6.155, -2.317)  0.065
H (0.524, -5.888, -3.579)  0.055
H (-1.186, -5.624, -3.923)  0.077
H (-1.714, -4.238, -1.071)  0.072
H (-2.455, -3.730, -2.592)  0.079
H (-1.480, -2.587, -1.652)  0.025
H (0.392, -5.025, 0.395)  0.075
H (3.407, -4.696, 0.827)  0.066
H (2.253, -5.328, 2.007)  0.078
H (2.165, -3.639, 1.498)  0.035
H (2.758, -6.529, -0.845)  0.064
H (1.056, -6.783, -1.255)  0.046
H (1.647, -7.179, 0.361)  0.076

Results
DFT total energy, eV: -121115.9544
Gap between HOMO and LUMO (alpha / beta), eV: 6.0588 / 6.8164
Maximum force, Eh/bohr: 0.0396
<S²>: 8.759
HOMO level (alpha / beta), eV: -6.0641 / -6.8030
Energy above the lowest of the compared OMol25 structures with the same formula, charge and spin, kJ/mol: 0.0
Multiplicity: 6

Record 2
DFT (ωB97M-V with the def2-TZVPD basis set) results for C50H49N6O2RbS3Te as an isolated structure in a non-equilibrium geometry.

Each line ends with the Löwdin charge.
Atoms and positions in Å:
Rb (-0.532, -0.249, 0.403)  0.808
C (1.942, 2.170, -3.071)  -0.194
C (0.554, 2.280, -3.726)  -0.175
C (-0.577, 1.656, -2.877)  -0.259
N (-0.249, 0.290, -2.568)  -0.009
C (-0.423, -0.690, -3.391)  -0.255
C (-1.094, -0.575, -4.654)  -0.065
C (-1.204, -1.435, -5.726)  -0.154
C (-0.626, -2.686, -5.931)  -0.182
C (0.191, -3.367, -5.024)  -0.153
C (0.531, -3.075, -3.725)  -0.052
C (0.171, -1.981, -2.863)  -0.249
N (0.375, -1.938, -1.595)  -0.055
C (1.041, -2.926, -0.803)  -0.253
C (2.358, -2.351, -0.229)  -0.153
C (2.270, -1.581, 1.115)  -0.269
N (2.400, -0.149, 0.957)  -0.164
C (3.546, 0.391, 0.613)  -0.294
C (4.733, -0.381, 0.469)  -0.044
C (6.062, 0.005, 0.441)  -0.124
C (6.640, 1.262, 0.540)  -0.166
C (5.957, 2.481, 0.513)  -0.139
C (4.626, 2.730, 0.293)  -0.056
C (3.503, 1.843, 0.186)  -0.286
N (2.328, 2.216, -0.217)  -0.010
C (2.062, 3.473, -0.866)  -0.254
C (2.461, 3.420, -2.347)  -0.184
H (2.675, 1.895, -3.834)  0.102
H (1.903, 1.344, -2.360)  0.095
H (0.572, 1.729, -4.671)  0.096
H (0.306, 3.323, -3.962)  0.098
H (-1.529, 1.794, -3.417)  0.096
H (-0.664, 2.187, -1.922)  0.082
H (-1.593, 0.379, -4.795)  0.073
H (-1.802, -1.064, -6.557)  0.083
H (-0.806, -3.167, -6.887)  0.061
H (0.608, -4.297, -5.405)  0.083
H (1.170, -3.816, -3.258)  0.073
H (1.287, -3.857, -1.335)  0.092
H (0.372, -3.196, 0.024)  0.080
H (2.776, -1.684, -0.986)  0.112
H (3.053, -3.187, -0.100)  0.102
H (3.040, -1.972, 1.797)  0.114
H (1.300, -1.763, 1.587)  0.057
H (4.580, -1.452, 0.437)  0.079
H (6.768, -0.820, 0.389)  0.092
H (7.721, 1.301, 0.611)  0.069
H (6.584, 3.364, 0.616)  0.088
H (4.362, 3.781, 0.210)  0.082
H (2.551, 4.346, -0.401)  0.094
H (0.980, 3.636, -0.804)  0.092
H (3.554, 3.427, -2.395)  0.098
H (2.103, 4.334, -2.836)  0.099
S (-0.659, 6.182, 1.313)  1.062
C (-0.761, 7.893, 1.380)  -0.423
C (-1.924, 8.348, 0.842)  -0.205
C (-2.752, 7.303, 0.370)  -0.135
C (-2.219, 6.054, 0.549)  -0.459
C (-2.757, 4.754, 0.175)  -0.196
C (-2.069, 3.561, 0.511)  -0.092
N (-2.435, 2.365, 0.147)  0.142
C (-3.560, 2.220, -0.576)  -0.142
C (-4.366, 3.325, -0.921)  -0.138
C (-5.567, 3.098, -1.669)  -0.037
C (-5.922, 1.855, -2.064)  -0.029
C (-5.115, 0.714, -1.750)  -0.135
C (-5.432, -0.589, -2.159)  0.046
C (-4.600, -1.641, -1.831)  -0.175
C (-3.455, -1.325, -1.055)  -0.090
N (-3.138, -0.123, -0.668)  0.072
C (-3.936, 0.903, -1.002)  -0.150
C (-4.847, -3.018, -2.241)  -0.457
C (-5.969, -3.564, -2.811)  -0.138
C (-5.849, -4.948, -3.063)  -0.207
C (-4.635, -5.440, -2.690)  -0.414
S (-3.630, -4.233, -2.018)  1.096
C (-3.932, 4.600, -0.539)  0.042
H (0.050, 8.459, 1.809)  0.059
H (-2.183, 9.396, 0.782)  0.095
H (-3.718, 7.472, -0.085)  0.102
H (-1.169, 3.609, 1.123)  0.090
H (-6.186, 3.953, -1.916)  0.106
H (-6.828, 1.700, -2.639)  0.108
H (-6.327, -0.752, -2.749)  0.116
H (-2.781, -2.118, -0.738)  0.060
H (-6.857, -2.989, -3.037)  0.099
H (-6.634, -5.551, -3.499)  0.091
H (-4.275, -6.455, -2.755)  0.060
H (-4.521, 5.465, -0.822)  0.115
O (0.474, -0.129, 3.277)  -0.572
O (-0.708, 0.682, 2.797)  -0.687
C (0.771, 2.699, 4.291)  -0.330
Te (1.301, 1.435, 2.571)  1.719
C (3.152, 1.053, 3.669)  -0.267
H (1.568, 3.436, 4.435)  -0.007
H (0.638, 2.120, 5.204)  0.014
H (-0.158, 3.220, 4.057)  -0.012
H (3.034, 0.050, 4.081)  0.018
H (3.270, 1.761, 4.488)  -0.003
H (4.027, 1.079, 3.024)  -0.001
S (-2.063, -3.392, 1.990)  0.441
C (-1.493, -4.919, 2.564)  -0.793
C (-2.357, -6.033, 2.637)  -0.165
C (-1.914, -7.267, 3.079)  -0.146
C (-0.592, -7.450, 3.472)  -0.161
C (0.272, -6.361, 3.420)  -0.139
C (-0.161, -5.122, 2.979)  -0.146
H (-3.387, -5.894, 2.331)  0.076
H (-2.609, -8.102, 3.118)  0.080
H (-0.241, -8.419, 3.810)  0.071
H (1.305, -6.487, 3.731)  0.084
H (0.518, -4.279, 2.947)  0.084

Results
DFT total energy, eV: -106129.8347
Gap between HOMO and LUMO, eV: 4.3801
Total charge: -2
Maximum force, Eh/bohr: 0.0393
HOMO level, eV: -1.2584
Multiplicity: 1